{
  "formula": "C21H26AsBF7LiN6O7S3",
  "method": "ωB97M-V/def2-TZVPD",
  "species": ["Li", "N", "C", "C", "C", "C", "C", "C", "S", "O", "O", "N", "C", "N", "C", "C", "C", "N", "H", "H", "H", "H", "H", "H", "H", "H", "H", "C", "As", "C", "C", "S", "H", "H", "H", "H", "H", "H", "H", "H", "H", "O", "C", "N", "C", "O", "C", "C", "C", "C", "N", "C", "H", "H", "H", "H", "H", "H", "H", "H", "F", "C", "F", "F", "S", "O", "O", "O", "F", "B", "F", "F", "F"],
  "coordinates": [[0.53897, -0.49041, 0.08402], [-5.27173, 4.73028, -4.57493], [-4.02966, 4.14103, -4.27754], [-2.91769, 4.94457, -4.02416], [-1.68314, 4.36433, -3.78653], [-1.55357, 2.98766, -3.80149], [-2.64677, 2.17604, -4.05137], [-3.88162, 2.75510, -4.29342], [0.04358, 2.23894, -3.48868], [1.04203, 3.27654, -3.62813], [0.15652, 1.19529, -4.49205], [-0.01037, 1.54293, -2.04189], [0.06135, 2.38684, -1.01866], [0.37596, 1.89729, 0.22254], [0.70277, 2.80201, 1.12829], [0.66142, 4.17290, 0.91174], [0.14284, 4.56067, -0.30623], [-0.17465, 3.70699, -1.25138], [-5.38210, 5.64816, -4.17322], [-6.06409, 4.13537, -4.38941], [-3.03828, 6.02261, -3.99981], [-0.80172, 4.94920, -3.56806], [-2.50451, 1.10154, -4.03326], [-4.74886, 2.13175, -4.48130], [1.03390, 2.40024, 2.07883], [0.98033, 4.88617, 1.65726], [-0.02067, 5.61066, -0.54575], [1.36742, -2.55336, -4.44913], [0.99540, -1.72084, -2.69880], [2.50355, -0.50106, -2.56614], [1.67371, -3.23711, -1.64739], [-1.07343, -1.76207, -2.46750], [2.43787, -2.72568, -4.57882], [1.00533, -1.88559, -5.22691], [0.82966, -3.50115, -4.50589], [3.31693, -1.03259, -2.07465], [2.28482, 0.40130, -2.01578], [2.78044, -0.22475, -3.58127], [2.72392, -3.43597, -1.86822], [1.07491, -4.11464, -1.89761], [1.55786, -3.03204, -0.58777], [-0.31822, -5.14466, 4.85420], [0.61008, -4.58566, 5.73704], [0.50782, -3.13655, 5.76766], [1.54284, -2.33151, 5.34333], [2.70783, -2.65027, 5.46003], [1.00825, -1.05741, 4.75067], [0.10974, -0.27323, 5.45952], [-0.60211, 0.70923, 4.78932], [-0.41042, 0.83940, 3.42368], [0.47359, 0.12276, 2.74082], [1.18003, -0.79506, 3.38599], [-0.39155, -4.55287, 4.07978], [1.64301, -4.84271, 5.47264], [0.37836, -5.00055, 6.72546], [-0.40344, -2.82720, 5.45814], [-0.03676, -0.44701, 6.51963], [-1.30725, 1.33698, 5.31751], [-0.98211, 1.55153, 2.83944], [1.89835, -1.35212, 2.80077], [-2.54252, -4.67875, 1.51854], [-1.49055, -4.14346, 0.86392], [-1.80209, -4.14170, -0.42794], [-0.46785, -5.00828, 1.02752], [-0.98586, -2.49479, 1.61659], [-0.60053, -2.98132, 2.93371], [-2.15685, -1.66870, 1.62435], [0.11351, -2.09194, 0.76867], [3.64075, 0.42053, 2.06256], [3.58695, 0.15104, 0.69865], [4.54208, -0.80538, 0.35324], [3.77727, 1.32027, -0.03176], [2.28903, -0.38978, 0.37680]],
  "gap_ev": 7.31,
  "lumo_energy_ev": 4.24,
  "max_force_ev_per_a": 2.575,
  "molar_mass_g_mol": 796.34,
  "total_charge": -2
}